[1]
Density functional theory data (the ωB97M-V functional and the def2-TZVPD basis) for C19H56Fe2N4O15P as an isolated structure at a distorted geometry.

Geometry (Å):
1 Fe -0.77 -0.34 2.27
2 Fe 1.30 -0.23 -0.98
3 P -0.47 1.25 0.21
4 O 0.47 0.09 0.76
5 O -1.74 0.81 0.93
6 O -0.27 0.91 -1.29
7 O 0.17 2.53 0.73
8 C -4.77 1.72 0.14
9 O -4.23 0.42 0.27
10 H -4.42 2.13 -0.81
11 H -5.86 1.66 0.16
12 H -4.43 2.34 0.97
13 H -3.28 0.46 0.56
14 C 0.25 4.37 -2.33
15 O -0.48 3.26 -2.84
16 H -0.05 5.32 -2.78
17 H 0.09 4.45 -1.25
18 H 1.33 4.30 -2.54
19 H -0.30 2.53 -2.23
20 C -0.18 2.09 4.43
21 O -0.12 1.37 3.22
22 H 0.51 2.94 4.44
23 H -1.17 2.49 4.67
24 H 0.07 1.44 5.27
25 H 0.04 1.94 2.43
26 C -2.84 -0.30 -3.23
27 O -1.50 0.13 -3.52
28 H -3.30 0.46 -2.59
29 H -3.40 -0.33 -4.16
30 H -2.77 -1.23 -2.66
31 H -1.11 0.44 -2.67
32 C 3.09 3.65 1.67
33 O 2.43 3.81 0.43
34 H 2.35 3.53 2.47
35 H 3.77 2.79 1.66
36 H 3.69 4.53 1.89
37 H 1.57 3.33 0.51
38 C -2.29 4.50 1.50
39 O -0.97 5.02 1.45
40 H -3.00 5.24 1.89
41 H -2.68 4.25 0.51
42 H -2.30 3.62 2.15
43 H -0.43 4.24 1.26
44 C 4.10 1.42 -1.01
45 O 2.68 1.46 -0.93
46 H 4.54 1.18 -0.03
47 H 4.41 0.57 -1.63
48 H 4.57 2.32 -1.40
49 H 2.54 2.41 -0.67
50 C -2.67 -2.42 0.92
51 O -1.72 -1.94 1.54
52 N -3.31 -3.52 1.30
53 C -2.88 -4.25 2.48
54 C -4.55 -3.97 0.69
55 H -3.08 -2.01 -0.02
56 H -3.72 -4.74 2.96
57 H -2.33 -3.60 3.16
58 H -2.18 -5.04 2.22
59 H -4.73 -5.03 0.85
60 H -5.39 -3.42 1.14
61 H -4.66 -3.71 -0.37
62 C 1.33 -2.07 4.15
63 O 0.64 -1.58 3.25
64 N 2.65 -1.89 4.17
65 C 3.42 -2.15 5.38
66 C 3.35 -1.07 3.19
67 H 0.94 -2.58 5.03
68 H 2.81 -2.77 6.03
69 H 3.78 -1.26 5.90
70 H 4.34 -2.69 5.13
71 H 2.69 -0.84 2.36
72 H 3.70 -0.12 3.60
73 H 4.21 -1.64 2.85
74 C 1.88 -0.35 -4.22
75 O 1.94 -0.27 -2.98
76 N 2.26 0.62 -5.04
77 C 2.18 0.41 -6.48
78 C 2.66 1.95 -4.56
79 H 1.72 -1.33 -4.67
80 H 2.07 -0.63 -6.78
81 H 3.06 0.86 -6.93
82 H 1.26 0.87 -6.85
83 H 2.71 1.91 -3.48
84 H 3.65 2.14 -4.96
85 H 1.89 2.67 -4.83
86 C -0.32 -2.92 -1.74
87 O 0.44 -2.03 -1.35
88 N -0.38 -4.13 -1.20
89 C -1.22 -5.19 -1.79
90 C 0.36 -4.53 -0.03
91 H -0.96 -2.74 -2.61
92 H -2.07 -5.26 -1.11
93 H -0.66 -6.12 -1.72
94 H -1.55 -4.95 -2.80
95 H 0.96 -3.75 0.43
96 H -0.36 -4.86 0.72
97 H 1.04 -5.36 -0.23

As for the total charge: +1. As for the multiplicity: 9. As for the expectation value of S²: 20.02. The calculation puts the lowest unoccupied orbital energy (spin up / spin down) at -2.07 / -2.19 eV.

[2]
Density functional theory data (the ωB97M-V functional and the def2-TZVPD basis) for C19H56GaN7O2P3 as an isolated structure at a distorted geometry.

Geometry (Å):
1 C 4.53 2.20 -1.83
2 C 3.66 2.74 -3.15
3 C 4.73 3.37 -4.22
4 N 4.11 4.06 -5.42
5 Ga 2.58 3.11 -6.13
6 P 0.58 4.23 -5.69
7 C -0.59 3.28 -4.52
8 C 0.06 2.84 -3.09
9 C 0.82 6.06 -5.21
10 C 1.19 6.33 -3.63
11 H 5.30 3.01 -1.47
12 H 5.03 1.16 -2.11
13 H 3.79 1.97 -0.94
14 H 3.09 1.78 -3.54
15 H 2.91 3.56 -2.71
16 H 5.33 4.22 -3.63
17 H 5.54 2.60 -4.58
18 H 3.92 5.08 -5.25
19 H 2.55 1.55 -5.66
20 H 2.75 3.07 -7.75
21 H -1.56 3.90 -4.29
22 H -0.92 2.30 -5.09
23 H 0.94 2.06 -3.22
24 H -0.78 2.26 -2.48
25 H 0.35 3.76 -2.42
26 H 1.73 6.47 -5.85
27 H -0.13 6.69 -5.49
28 H 0.29 5.97 -2.94
29 H 1.30 7.51 -3.51
30 H 2.23 5.88 -3.30
31 O -2.78 2.40 -0.31
32 P -3.46 1.87 0.97
33 N -2.00 1.19 1.57
34 C -1.87 0.03 2.43
35 C -1.01 2.19 1.98
36 N -4.30 0.67 0.07
37 C -3.63 -0.55 -0.36
38 C -5.07 1.20 -1.07
39 N -4.25 1.26 2.45
40 C -5.52 0.53 2.41
41 C -4.43 2.38 3.39
42 H -2.06 0.27 3.49
43 H -0.85 -0.38 2.37
44 H -2.52 -0.80 2.16
45 H -1.23 2.59 2.98
46 H -0.97 3.04 1.29
47 H 0.00 1.76 2.00
48 H -2.65 -0.35 -0.82
49 H -4.23 -1.12 -1.08
50 H -3.50 -1.24 0.48
51 H -4.43 1.39 -1.94
52 H -5.55 2.14 -0.80
53 H -5.86 0.51 -1.36
54 H -6.30 1.09 1.88
55 H -5.88 0.33 3.43
56 H -5.40 -0.46 1.96
57 H -5.18 3.09 3.02
58 H -3.49 2.94 3.52
59 H -4.72 2.03 4.38
60 O -0.02 -3.02 2.62
61 P 0.81 -4.24 3.11
62 N 2.22 -3.73 2.28
63 C 3.28 -4.58 1.75
64 C 2.84 -2.52 2.84
65 N -0.08 -5.30 2.09
66 C 0.21 -5.38 0.66
67 C -1.54 -5.21 2.26
68 N 1.75 -5.64 3.68
69 C 1.23 -7.01 3.62
70 C 2.16 -5.40 5.08
71 H 3.98 -4.90 2.53
72 H 3.86 -4.04 0.99
73 H 2.90 -5.47 1.25
74 H 3.44 -2.76 3.73
75 H 2.09 -1.79 3.15
76 H 3.49 -2.03 2.11
77 H 0.29 -4.40 0.20
78 H -0.56 -5.95 0.12
79 H 1.12 -5.95 0.49
80 H -1.96 -4.36 1.71
81 H -1.80 -5.10 3.32
82 H -2.03 -6.12 1.90
83 H 0.25 -7.10 4.11
84 H 1.92 -7.71 4.10
85 H 1.16 -7.36 2.59
86 H 1.29 -5.44 5.75
87 H 2.62 -4.41 5.18
88 H 2.90 -6.13 5.41

As for the total charge: -1. As for the multiplicity: 1. The calculation puts the lowest unoccupied orbital energy at 0.08 eV.

[3]
Density functional theory data (the ωB97M-V functional and the def2-TZVPD basis) for a 9-piece molecular cluster, C19H56NO19S overall at a distorted geometry.

Geometry (Å):
1 C 4.00 -2.60 3.69
2 N 2.69 -2.48 3.08
3 C 1.92 -3.72 3.60
4 C 1.93 -1.32 3.54
5 C 2.79 -2.63 1.57
6 C 3.34 -1.44 0.89
7 O 3.14 -1.64 -0.58
8 H 4.53 -3.50 3.51
9 H 3.88 -2.64 4.88
10 H 4.94 -1.87 3.43
11 H 0.98 -4.03 3.16
12 H 1.70 -3.86 4.66
13 H 2.55 -4.62 3.34
14 H 2.55 -0.35 3.44
15 H 1.62 -1.48 4.43
16 H 1.02 -1.34 3.03
17 H 1.78 -2.81 1.31
18 H 3.12 -3.50 1.28
19 H 4.44 -1.46 1.01
20 H 3.00 -0.36 0.90
21 H 2.38 -1.31 -0.58
22 S -0.45 0.52 -0.06
23 O 0.74 0.07 -0.84
24 O -1.38 1.18 -0.98
25 O -1.03 -0.70 0.48
26 O -0.09 1.45 0.94
27 C -4.99 0.47 -1.55
28 C -4.05 1.01 -2.63
29 O -2.88 0.14 -2.78
30 O -6.11 1.39 -1.36
31 H -4.43 0.49 -0.47
32 H -5.42 -0.55 -1.78
33 H -3.75 2.00 -2.34
34 H -4.54 0.97 -3.70
35 H -2.25 0.39 -2.04
36 H -5.95 2.28 -1.15
37 C 0.81 -0.05 -4.24
38 C 0.56 -0.60 -5.66
39 O 0.08 0.44 -6.46
40 O 1.36 -1.09 -3.47
41 H 0.00 0.32 -3.47
42 H 1.40 0.93 -4.17
43 H -0.03 -1.54 -5.85
44 H 1.52 -0.87 -6.11
45 H 0.75 0.88 -7.10
46 H 1.17 -0.74 -2.61
47 C -0.53 -3.63 -1.34
48 C -1.13 -5.03 -1.74
49 O -1.54 -5.00 -3.14
50 O -0.24 -3.47 -0.01
51 H -1.15 -2.68 -1.71
52 H 0.34 -3.57 -2.13
53 H -2.05 -5.14 -1.27
54 H -0.75 -5.89 -1.43
55 H -1.94 -4.19 -3.28
56 H -0.48 -2.47 -0.14
57 C -1.06 4.38 -2.53
58 C -1.49 4.50 -1.14
59 O -2.66 3.60 -0.90
60 O -0.44 3.08 -2.73
61 H -0.28 5.01 -2.79
62 H -1.75 4.63 -3.27
63 H -1.67 5.71 -1.06
64 H -0.59 4.13 -0.50
65 H -2.19 2.75 -0.87
66 H -0.90 2.43 -1.95
67 C 0.16 3.70 3.52
68 C 0.43 2.31 4.13
69 O -0.45 1.49 3.44
70 O 0.28 3.86 2.24
71 H 0.85 4.41 3.96
72 H -0.92 4.09 4.00
73 H 0.45 2.26 5.20
74 H 1.45 2.18 3.90
75 H -0.43 1.47 2.51
76 H 0.18 2.97 1.65
77 C -3.61 -2.17 1.65
78 C -2.86 -1.70 2.89
79 O -1.45 -1.77 2.78
80 O -3.43 -1.26 0.54
81 H -4.61 -2.09 2.11
82 H -3.32 -3.13 1.27
83 H -3.22 -2.25 3.73
84 H -3.24 -0.72 3.28
85 H -1.14 -1.61 1.85
86 H -2.51 -1.04 0.58
87 C 3.36 3.86 -0.64
88 C 3.12 2.28 -0.51
89 O 2.54 1.89 -1.79
90 O 3.40 4.30 0.64
91 H 2.46 4.45 -1.00
92 H 4.40 4.07 -1.19
93 H 2.57 1.79 0.05
94 H 4.16 2.00 -0.50
95 H 1.96 1.06 -1.47
96 H 2.62 4.27 0.94

The value obtained for the energy above the lowest of the compared OMol25 structures with the same formula, charge and spin is 1.5583 eV. As for the total charge: -1. As for the multiplicity: 1. The calculation puts the lowest unoccupied orbital energy at 1.14 eV.

| no. | DFT total energy (eV) |
| --- | --- |
| 1 | -135346.7502 |
| 2 | -115370.2752 |
| 3 | -71825.6807 |